This record from OMol25 describes a molecular structure, C2H2O2Ru at a distorted geometry. The level of theory is ωB97M-V with the def2-TZVPD basis set.

Atoms and positions in Å:
O 0.288 1.348 0.630
C -0.602 0.483 0.322
C -0.197 -0.715 -0.335
O 1.029 -0.841 -0.685
Ru 1.957 0.775 -0.170
H -0.940 -1.447 -0.673
H -1.536 0.398 0.911

Output
- M: 159.11 g/mol
- Total charge: +2
- Multiplicity: 7
- HOMO level (alpha / beta): -20.5 / -23.0 eV
- Energy relative to the best compared isomer or geometry (same formula, charge and spin): 3.74 kcal/mol


This record from OMol25 describes CHF3NO2P in the gas phase. The level of theory is ωB97M-V with the def2-TZVPD basis set.

Atoms and positions in Å:
O -1.731 0.596 -1.735
N -2.017 -0.275 -1.026
O -1.549 -0.110 0.332
P -0.254 0.938 0.588
C 1.128 -0.233 0.074
F 2.280 0.304 0.531
F 1.220 -0.329 -1.263
F 1.044 -1.477 0.554
H -0.122 0.586 1.944

Output
- M: 146.99 g/mol
- Total charge: 0
- HOMO level: -10.5 eV
- SMILES: O=NOPC(F)(F)F


This record from OMol25 describes a molecular structure, C45H48N5O4PPbS4SbTe at a distorted geometry. The level of theory is ωB97M-V with the def2-TZVPD basis set.

Atoms and positions in Å:
Pb -1.791 -8.079 20.616
S -5.241 -3.178 20.934
Sb -1.109 -5.268 22.828
S -6.066 -4.434 22.270
S -0.903 -7.592 23.246
S -2.315 -5.381 20.926
N -6.198 -6.971 19.327
C -5.638 -8.198 19.256
N -4.573 -8.211 18.526
C -4.399 -6.843 18.130
C -3.500 -6.235 17.213
C -3.676 -4.895 16.908
C -4.754 -4.182 17.461
C -5.627 -4.770 18.350
C -5.390 -6.089 18.695
H -6.848 -6.644 20.046
H -6.085 -9.037 19.703
H -2.598 -6.777 16.841
H -3.021 -4.322 16.238
H -4.889 -3.139 17.225
H -6.488 -4.251 18.723
C 3.695 -7.836 22.044
C 3.514 -6.880 20.946
O 2.826 -5.875 21.090
C 4.062 -7.148 19.632
C 3.570 -6.540 18.477
C 4.364 -6.729 17.310
C 5.486 -7.513 17.246
C 5.930 -8.151 18.373
C 5.227 -7.973 19.535
H 2.919 -7.638 22.780
H 4.664 -7.656 22.551
H 3.729 -8.863 21.791
H 2.659 -5.916 18.466
H 3.931 -6.282 16.425
H 6.036 -7.658 16.314
H 6.652 -9.026 18.319
H 5.602 -8.616 20.307
C -7.100 -15.055 17.194
C -6.205 -14.831 18.344
C -5.667 -15.942 18.961
C -4.808 -15.810 20.087
C -4.598 -14.599 20.615
C -5.112 -13.433 19.971
N -4.761 -12.223 20.561
C -5.600 -11.520 21.378
C -6.897 -11.963 21.671
C -7.713 -11.331 22.617
C -7.276 -10.047 23.062
C -6.046 -9.566 22.692
C -5.188 -10.340 21.973
C -3.824 -9.801 21.713
O -3.702 -8.548 21.619
O -2.853 -10.595 21.645
C -5.917 -13.548 18.835
C -6.522 -12.311 18.175
H -7.148 -16.159 16.993
H -6.812 -14.413 16.318
H -8.091 -14.663 17.357
H -5.841 -16.927 18.646
H -4.322 -16.649 20.554
H -4.042 -14.449 21.541
H -3.718 -12.080 20.744
H -7.130 -12.956 21.358
H -8.649 -11.783 22.910
H -7.915 -9.442 23.787
H -5.707 -8.605 23.151
H -7.668 -12.415 18.279
H -6.346 -12.517 17.121
H -6.177 -11.353 18.472
C -2.859 -10.049 15.769
P -3.405 -11.214 17.104
C -2.897 -12.823 16.287
C -1.970 -11.015 18.224
H -1.724 -9.806 15.883
H -3.523 -9.178 15.853
H -3.061 -10.552 14.759
H -2.089 -12.712 15.640
H -3.728 -13.225 15.774
H -2.679 -13.583 17.061
H -0.985 -11.379 17.826
H -2.162 -11.652 19.055
H -1.858 -9.949 18.644
Te 0.418 -7.310 16.947
C 0.167 -7.357 14.842
C -0.426 -6.251 14.229
C -0.572 -6.165 12.831
C -0.027 -7.171 12.055
C 0.532 -8.331 12.662
C 0.661 -8.415 14.081
H -0.833 -5.526 14.915
H -0.986 -5.302 12.359
H -0.035 -7.063 11.029
H 0.995 -9.052 12.001
H 1.086 -9.246 14.632
N 2.612 -9.959 16.747
C 3.218 -10.486 17.819
O 4.317 -11.108 17.745
C 2.519 -10.431 19.182
C 2.888 -11.338 20.162
C 2.183 -11.306 21.336
C 1.098 -10.421 21.489
N 0.845 -9.436 20.663
C 1.573 -9.493 19.516
H 3.173 -9.816 15.893
H 1.994 -9.196 16.944
H 3.700 -12.021 19.966
H 2.393 -12.058 22.098
H 0.461 -10.505 22.362
H 1.374 -8.676 18.843

Output
- M: 1338.71 g/mol
- Total charge: -1
- HOMO level: -4.0 eV
- Energy relative to the best compared isomer or geometry (same formula, charge and spin): 75.44 kcal/mol


This record from OMol25 describes a molecular structure, C51H43AlAs2BrO2P. The level of theory is ωB97M-V with the def2-TZVPD basis set.

Atoms and positions in Å:
Al -0.436 0.557 -1.064
C -0.238 -1.397 1.068
C -0.936 -2.262 0.008
As -2.222 -1.110 -0.907
C -3.625 -0.760 0.333
C -4.217 -1.824 1.009
C -5.228 -1.564 1.918
C -5.626 -0.256 2.162
C -5.029 0.799 1.490
C -4.026 0.551 0.562
C -2.951 -1.842 -2.512
C -2.693 -1.236 -3.737
C -3.250 -1.756 -4.896
C -4.065 -2.876 -4.827
C -4.344 -3.465 -3.601
C -3.797 -2.946 -2.438
As -1.163 -1.147 2.840
C -0.167 0.415 3.432
C -0.691 1.052 4.557
C -0.088 2.188 5.071
C 1.036 2.717 4.453
C 1.562 2.095 3.332
C 0.970 0.943 2.829
C -0.167 -2.577 3.700
C 1.144 -2.431 4.146
C 1.810 -3.514 4.698
C 1.178 -4.746 4.800
C -0.128 -4.895 4.361
C -0.802 -3.809 3.817
H -0.046 -0.340 0.729
H 0.760 -1.776 1.290
H -1.397 -3.149 0.445
H -0.238 -2.601 -0.767
H -3.894 -2.847 0.851
H -5.700 -2.381 2.446
H -6.406 -0.060 2.884
H -5.343 1.815 1.684
H -3.557 1.377 0.041
H -2.101 -0.326 -3.804
H -3.062 -1.275 -5.846
H -4.501 -3.281 -5.729
H -4.997 -4.325 -3.549
H -4.040 -3.405 -1.487
H -1.583 0.664 5.040
H -0.502 2.666 5.948
H 1.503 3.608 4.849
H 2.439 2.499 2.846
H 1.442 0.463 1.975
H 1.639 -1.469 4.085
H 2.820 -3.396 5.065
H 1.698 -5.586 5.239
H -0.628 -5.849 4.458
H -1.835 -3.925 3.506
Br -1.721 8.561 1.511
C -1.216 6.829 0.996
C -2.125 6.031 0.310
C -1.753 4.754 -0.064
C -0.475 4.285 0.239
C 0.430 5.098 0.921
C 0.061 6.372 1.304
C -0.040 2.936 -0.141
O 1.081 2.484 -0.019
O -0.984 2.131 -0.672
H -3.108 6.411 0.073
H -2.450 4.125 -0.600
H 1.418 4.722 1.146
H 0.752 7.011 1.833
C 1.923 -3.730 -4.327
C 0.753 -2.990 -4.239
C 0.722 -1.850 -3.453
C 1.850 -1.446 -2.747
C 3.027 -2.190 -2.844
C 3.058 -3.327 -3.636
P 1.801 0.091 -1.817
C 2.922 -0.059 -0.422
C 3.055 -1.279 0.248
C 3.869 -1.370 1.363
C 4.558 -0.249 1.808
C 4.436 0.960 1.141
C 3.613 1.066 0.031
C 2.298 1.443 -2.885
C 3.631 1.502 -3.298
C 4.037 2.491 -4.176
C 3.120 3.422 -4.647
C 1.793 3.362 -4.246
C 1.385 2.374 -3.364
H 1.955 -4.620 -4.939
H -0.133 -3.295 -4.779
H -0.198 -1.272 -3.414
H 3.919 -1.886 -2.313
H 3.972 -3.898 -3.712
H 2.537 -2.162 -0.106
H 3.971 -2.314 1.878
H 5.198 -0.323 2.675
H 4.985 1.825 1.485
H 3.510 2.013 -0.474
H 4.353 0.779 -2.937
H 5.069 2.537 -4.495
H 3.442 4.195 -5.329
H 1.078 4.085 -4.611
H 0.338 2.359 -3.061

Output
- M: 975.61 g/mol
- Total charge: +2
- HOMO level: -13.1 eV
- Energy relative to the best compared isomer or geometry (same formula, charge and spin): 48.58 kcal/mol


This record from OMol25 describes 11 unconnected molecules or ions with the total composition C13H48N8O11 at a distorted geometry. The level of theory is ωB97M-V with the def2-TZVPD basis set.

Atoms and positions in Å:
C 3.640 -0.522 2.208
O 3.375 0.527 1.236
H 4.122 -1.435 1.858
H 4.322 -0.268 3.019
H 2.625 -0.804 2.486
H 3.403 1.370 1.694
C 1.559 5.308 -1.225
O 1.795 4.605 -0.014
H 0.482 5.466 -1.283
H 2.176 6.205 -1.270
H 1.867 4.708 -2.082
H 1.342 3.759 -0.044
C 0.958 -3.116 2.660
O 2.118 -3.795 2.878
H 0.960 -2.026 2.672
H 0.626 -3.498 1.695
H 0.208 -3.446 3.378
H 1.989 -4.742 2.796
C 2.048 1.749 -2.753
O 0.791 2.407 -2.498
H 2.674 1.584 -1.876
H 1.786 0.732 -3.044
H 2.691 2.171 -3.525
H 0.462 2.679 -3.357
C -1.211 -0.653 -4.007
O -0.749 0.196 -5.051
H -1.448 -1.662 -4.344
H -0.470 -0.772 -3.217
H -2.101 -0.261 -3.516
H -0.053 -0.248 -5.541
C -3.163 1.000 3.390
O -2.501 0.120 3.837
N -2.857 1.836 2.394
N -4.312 1.316 3.892
H -2.061 1.576 1.829
H -3.301 2.718 2.182
H -4.652 0.887 4.741
H -4.816 2.141 3.598
C -0.838 -4.126 -2.113
O -0.476 -3.906 -3.249
N -0.164 -4.729 -1.205
N -2.013 -3.754 -1.639
H -0.639 -4.918 -0.334
H 0.769 -5.117 -1.224
H -2.701 -3.416 -2.296
H -2.343 -3.733 -0.685
C -4.503 0.384 -1.665
O -5.567 0.270 -2.260
N -3.693 -0.579 -1.508
N -4.086 1.465 -1.071
H -2.797 -0.302 -1.135
H -3.921 -1.293 -2.185
H -4.509 2.382 -1.046
H -3.123 1.454 -0.767
C 2.897 -1.906 -2.738
O 3.821 -1.178 -3.127
N 2.772 -2.487 -1.558
N 1.765 -1.987 -3.384
H 2.014 -3.148 -1.465
H 3.556 -2.470 -0.921
H 0.933 -2.531 -3.205
H 1.813 -1.513 -4.275
C 0.218 -0.856 -0.286
C -0.341 0.348 0.353
O -1.188 0.979 -0.616
H -0.563 -1.548 -0.602
H 0.695 -1.346 0.563
H 0.876 -0.561 -1.104
H 0.468 1.016 0.649
H -1.065 0.091 1.126
H -0.642 1.275 -1.348
C 0.334 2.060 5.327
C 1.057 2.064 3.982
O 1.556 3.409 3.699
H -0.738 2.185 5.170
H 0.708 2.796 6.039
H 0.575 1.097 5.775
H 0.466 1.626 3.178
H 1.893 1.374 4.101
H 2.402 3.318 3.256

Output
- M: 492.57 g/mol
- Total charge: 0
- HOMO level: -9.4 eV
- Energy relative to the best compared isomer or geometry (same formula, charge and spin): 70.29 kcal/mol
- SMILES: NC(N)=O.NC(N)=O.NC(N)=O.NC(N)=O.CCO.CCO.CO.CO.CO.CO.CO


This record from OMol25 describes C5H8 in the gas phase at a distorted geometry. The level of theory is ωB97M-V with the def2-TZVPD basis set.

Atoms and positions in Å:
C 0.579 0.602 -0.915
C -0.291 0.482 -1.924
C 0.793 -0.696 0.032
C 0.125 -0.491 1.364
C -1.023 0.237 1.508
H 0.960 1.461 -0.382
H -0.760 1.341 -2.433
H -0.620 -0.500 -2.205
H 1.931 -0.938 0.200
H 0.320 -1.337 -0.677
H 0.428 -1.430 1.964
H -1.445 0.245 2.691
H -0.996 1.024 0.778

Output
- M: 68.12 g/mol
- Total charge: 0
- HOMO level: -9.7 eV
- Energy relative to the best compared isomer or geometry (same formula, charge and spin): 64.77 kcal/mol
- SMILES: C=CCC=C


This record from OMol25 describes a molecular structure, C4H4N2O at a distorted geometry. The level of theory is ωB97M-V with the def2-TZVPD basis set.

Atoms and positions in Å:
C -1.688 -0.056 -1.208
C 0.750 -0.109 -0.074
C 0.444 -0.267 1.409
C -0.738 -0.174 -0.204
N -2.504 -0.035 -2.057
N 1.815 -0.222 -0.698
O -0.984 -0.446 1.089
H 0.683 -1.224 1.973
H 0.460 0.673 1.937
H -0.038 1.952 -0.455
H 1.799 -0.092 -1.714

Output
- M: 96.09 g/mol
- Total charge: 0
- Multiplicity: 3
- HOMO level (alpha / beta): -8.3 / -10.8 eV
- Energy relative to the best compared isomer or geometry (same formula, charge and spin): 52.07 kcal/mol


This record from OMol25 describes 2 unconnected molecules or ions with the total composition BrClFNO at a distorted geometry. The level of theory is ωB97M-V with the def2-TZVPD basis set.

Atoms and positions in Å:
N 0.101 -1.596 -0.364
O -0.540 -0.937 0.318
F 1.548 -1.013 -0.124
Cl -0.978 1.245 -0.832
Br -0.131 2.300 1.002

Output
- M: 164.36 g/mol
- Total charge: 0
- HOMO level: -11.0 eV
- Energy relative to the best compared isomer or geometry (same formula, charge and spin): 13.85 kcal/mol
- SMILES: ClBr.O=NF